2 unconnected molecules or ions with the total composition C8H6F3O2PS in a non-equilibrium geometry. Source: the Open Molecules 2025 dataset; level of theory: ωB97M-V/def2-TZVPD.

The geometry in XYZ format:
```
21
Properties=species:S:1:pos:R:3:mulliken_charge:R:1
C 0.2399 -0.5374 1.1798 -0.83
C -0.0285 0.9207 -0.7685 -0.75
C 1.5146 -0.0187 1.3965 -0.51
C 1.3095 1.2076 -0.6601 -0.60
C -0.5921 -0.0567 0.1171 1.33
C 2.0415 0.7936 0.4305 0.46
C -1.8991 -0.5276 0.0235 -1.36
C 3.4612 1.2964 0.4501 0.83
O 1.8520 -3.6738 0.4438 -0.45
O -0.0665 -3.2165 -0.9592 -0.25
F 3.4309 2.5691 0.7170 -0.23
F 4.1923 0.5907 1.3449 -0.27
F 3.9947 1.0872 -0.7818 -0.27
P 1.4663 -2.7349 -0.5815 0.55
S -1.3673 -2.4891 -1.6997 -0.03
H -0.0790 -1.3523 1.7938 0.40
H -0.6572 1.4702 -1.4267 0.41
H 2.0214 -0.0993 2.3669 0.35
H 1.9106 1.5975 -1.4850 0.42
H -2.2748 -1.2343 0.5974 0.51
H -2.6449 -0.0135 -0.7626 0.29
```

E_tot ... -40762.6888 eV
ΔE to the lowest compared entry with this formula, charge and spin ... 0.254 eV
HOMO-LUMO gap (spin up / spin down) ... 0.245 / 0.245 Eh
LUMO energy (spin up / spin down) ... -1.88 / -1.88 eV
HOMO level (spin up / spin down) ... -8.54 / -8.54 eV

C6H10O2 in the gas phase in a non-equilibrium geometry. Source: the Open Molecules 2025 dataset; level of theory: ωB97M-V/def2-TZVPD.

The geometry in XYZ format:
```
18
Properties=species:S:1:pos:R:3:mulliken_charge:R:1
C -1.9225 -0.7321 0.0053 -1.21
C -0.5468 -0.1037 -0.4096 0.08
C -0.6515 1.3367 0.1325 -0.72
C 1.4603 0.6646 -0.3218 -0.38
C 2.1242 -0.7409 -0.3285 -0.66
C 0.7963 -0.4850 0.2017 0.80
H -2.4207 -1.8558 -0.1905 0.26
H -1.9190 -0.6414 1.0532 0.35
H -2.6838 0.1790 -0.4941 0.22
H -0.6623 -0.0523 -1.4912 0.31
H -1.0339 1.5984 1.1193 0.36
H -1.0099 1.9214 -0.6460 0.45
H 1.3954 0.5737 -1.4500 0.18
H 2.2378 -0.7606 -1.4561 0.23
H 2.8538 -1.3896 0.3437 0.25
H 0.5468 -1.0142 2.0429 0.37
O 0.7295 1.7278 0.3950 -0.42
O 0.7064 -0.2260 1.4943 -0.47
```

E_tot ... -10471.5113 eV
ΔE to the lowest compared entry with this formula, charge and spin ... 7.659 eV
HOMO-LUMO gap ... 0.350 Eh
LUMO energy ... 0.70 eV
Structure (SMILES) ... C[C@H]1CO[C@H]2C[C@@]21O
HOMO level ... -8.84 eV

C2H4N4S in the gas phase in a non-equilibrium geometry. Source: the Open Molecules 2025 dataset; level of theory: ωB97M-V/def2-TZVPD.

The geometry in XYZ format:
```
11
Properties=species:S:1:pos:R:3:mulliken_charge:R:1
C 0.6986 0.6048 -0.1417 0.55
C 0.5702 -1.6395 -0.0220 0.06
H -0.9361 1.8006 0.3160 0.18
H 0.4910 2.7045 -0.1726 0.26
H 0.1544 -2.7431 -0.1505 0.32
H -2.5043 -0.2564 0.9244 0.15
N -0.0255 1.8192 -0.1937 -0.42
N 1.8707 0.0903 -0.1602 -0.47
N 1.7485 -1.2811 -0.2303 -0.35
N -0.1903 -0.5114 0.1173 -0.10
S -1.8773 -0.5880 -0.2867 -0.17
```

E_tot ... -18932.5242 eV
ΔE to the lowest compared entry with this formula, charge and spin ... 2.027 eV
HOMO-LUMO gap ... 0.348 Eh
LUMO energy ... 0.30 eV
Structure (SMILES) ... Nc1nncn1S
HOMO level ... -9.17 eV

A molecular structure, C34H31Cl4FGeN5O6W in a non-equilibrium geometry. Source: the Open Molecules 2025 dataset; level of theory: ωB97M-V/def2-TZVPD.

The geometry in XYZ format:
```
83
Properties=species:S:1:pos:R:3:mulliken_charge:R:1
W 0.1920 -2.1960 0.9806 0.46
Cl -6.4836 -5.2461 1.7462 -0.19
C -5.0888 -4.3908 1.2730 0.09
C -5.2134 -3.1031 0.7126 -0.67
C -4.0837 -2.4134 0.3448 -0.79
C -2.8009 -2.9575 0.5193 0.35
O -1.7353 -2.2266 0.2470 -0.04
C -2.6676 -4.2852 1.0839 0.53
C -1.4277 -4.9288 1.2439 0.12
N -0.2328 -4.3738 0.9488 0.40
C 0.8759 -5.1824 0.8456 0.58
C 0.9504 -6.5764 1.0578 -1.32
C 2.1069 -7.2765 0.7592 -1.08
C 3.2144 -6.6528 0.2105 -0.91
C 3.2112 -5.2611 0.0041 0.72
C 4.2777 -4.5482 -0.5833 -0.67
C 4.1620 -3.1829 -0.7739 -1.15
C 3.0169 -2.5296 -0.3489 -0.03
N 1.9946 -3.1731 0.2466 0.77
C 2.0577 -4.5206 0.3761 0.85
C -3.8422 -4.9651 1.4460 -1.35
H -6.1850 -2.6541 0.5933 0.46
H -4.1521 -1.4112 -0.0553 0.47
H -1.4675 -5.9555 1.5833 0.23
H 0.1090 -7.1275 1.4451 0.43
H 2.1338 -8.3414 0.9303 0.44
H 4.0869 -7.2222 -0.0667 0.49
H 5.1570 -5.0769 -0.9127 0.49
H 4.9493 -2.6171 -1.2453 0.49
H 2.8852 -1.4564 -0.4650 0.41
H -3.7596 -5.9505 1.8753 0.51
C -2.1117 2.9434 -4.1708 -1.04
C -0.6399 2.5395 -4.1465 -1.06
N -0.3061 1.7943 -2.9450 0.25
C -0.4545 0.4450 -2.9952 -0.15
C -0.1601 -0.3894 -1.9495 0.10
C -0.3429 -1.8808 -2.0982 -0.05
O -0.8674 -2.3449 -3.0835 -0.70
O 0.1338 -2.5928 -1.1070 -0.44
C 0.3823 0.1787 -0.7692 0.47
O 0.6988 -0.5959 0.2900 0.11
C 0.5249 1.5873 -0.6911 0.79
C 1.0783 2.1841 0.4501 -0.35
C 1.0835 3.5516 0.5841 -0.03
F 1.6510 4.0681 1.6939 -0.34
C 0.5433 4.3915 -0.3902 -0.99
C 0.1030 3.7932 -1.5932 -0.15
C 0.1029 2.4157 -1.7707 -0.16
N 0.3380 5.7592 -0.1658 0.20
C 0.7568 6.7710 -1.1089 -0.70
C -0.3921 7.7956 -1.2487 -0.72
N -1.2667 7.6705 -0.0544 -0.12
C -0.4494 7.6132 1.1814 -0.70
C 0.3029 6.2688 1.1945 -0.72
H -2.3066 3.5657 -5.0395 0.39
H -2.3815 3.4903 -3.2709 0.32
H -2.7375 2.0577 -4.2357 0.37
H 0.0119 3.4104 -4.2225 0.49
H -0.4288 1.9028 -5.0084 0.47
H -0.8144 0.0240 -3.9205 0.67
H 1.5358 1.5776 1.2136 0.77
H -0.2558 4.4427 -2.3747 0.63
H 0.9859 6.3239 -2.0743 0.45
H 1.6672 7.2726 -0.7532 0.34
H -0.9889 7.6115 -2.1421 0.42
H -0.0010 8.8110 -1.2940 0.37
H -1.7719 6.7769 -0.1189 0.37
H -1.9442 8.4379 -0.0150 0.35
H -1.0922 7.6940 2.0578 0.37
H 0.2379 8.4600 1.1760 0.35
H -0.2258 5.5435 1.8168 0.53
H 1.3013 6.4226 1.6254 0.39
C 2.9162 -2.8493 4.0417 -1.45
C 2.0654 -2.4404 2.8865 1.00
O 2.3819 -1.5566 2.0730 -0.49
O 0.9164 -3.0017 2.6883 -0.71
H 3.6540 -2.0768 4.2401 0.37
H 3.4381 -3.7707 3.7878 0.31
H 2.3117 -3.0477 4.9242 0.37
Cl -1.6798 -2.2068 2.9990 -0.11
Ge -1.4574 -0.2083 1.8259 0.63
Cl 0.4097 -0.0437 3.0251 -0.15
Cl -2.6974 1.2128 2.9597 -0.42
```

E_tot ... -166635.3297 eV
ΔE to the lowest compared entry with this formula, charge and spin ... 5.601 eV
Expectation value of S² ... 0.761
Total charge ... +2
HOMO-LUMO gap (spin up / spin down) ... 0.209 / 0.204 Eh
LUMO energy (spin up / spin down) ... -5.95 / -6.21 eV
Multiplicity ... 2
HOMO level (spin up / spin down) ... -11.64 / -11.75 eV

A molecular structure, C24H38IrN4O2 in a non-equilibrium geometry. Source: the Open Molecules 2025 dataset; level of theory: ωB97M-V/def2-TZVPD.

The geometry in XYZ format:
```
69
Properties=species:S:1:pos:R:3:mulliken_charge:R:1
Ir -0.9377 -1.1404 -0.1620 3.14
C -3.4419 -0.9697 -2.1080 -0.70
C -2.2756 -0.3059 -2.7758 -0.77
N -0.9943 -0.8533 -2.2949 -0.37
C -0.5203 -2.1411 -2.8735 -0.57
C -1.3573 -3.2900 -2.4200 -0.77
N -1.6019 -3.1598 -0.9596 -0.41
C -2.9627 -3.5214 -0.4853 -0.71
C -3.7390 -2.2964 -0.0403 -0.93
N -3.1736 -1.0889 -0.6563 -0.54
H -3.6517 -1.9537 -2.5159 0.34
H -4.3341 -0.3659 -2.2827 0.49
H -2.2783 0.7610 -2.5511 0.46
H -2.3579 -0.4071 -3.8610 0.46
H -0.2707 -0.1681 -2.5053 0.33
H 0.5109 -2.2729 -2.5445 0.30
H -0.5083 -2.0977 -3.9668 0.51
H -0.8336 -4.2175 -2.6569 0.48
H -2.3010 -3.3399 -2.9565 0.33
H -0.9347 -3.7354 -0.4557 0.49
H -2.8841 -4.1941 0.3668 0.43
H -3.4844 -4.0725 -1.2669 0.47
H -3.6848 -2.1767 1.0403 0.38
H -4.7962 -2.4101 -0.2941 0.49
H -3.5713 -0.2843 -0.1805 0.51
O -0.4590 -2.9409 1.3899 -0.61
C -1.1208 -2.9645 2.6930 -0.34
C -0.4462 -2.0377 3.6872 -0.90
C -0.0033 -0.7182 3.0482 -0.99
C -1.1272 0.1973 2.6750 0.59
C -1.7115 1.0097 3.6444 -0.63
C -2.6685 1.9409 3.2941 -0.64
C -3.0094 2.0826 1.9495 -0.99
C -2.4097 1.2557 1.0333 -0.49
N -1.5161 0.2990 1.3847 0.17
H 0.4578 -3.2283 1.5235 0.31
H -1.1149 -3.9841 3.0763 0.47
H -2.1542 -2.6814 2.4967 0.11
H 0.4408 -2.5120 4.1113 0.41
H -1.1369 -1.8739 4.5163 0.45
H 0.6047 -0.9127 2.1623 -0.08
H 0.6325 -0.1978 3.7648 0.63
H -1.3834 0.9085 4.6713 0.63
H -3.1215 2.5737 4.0470 0.50
H -3.7264 2.8239 1.6236 0.54
H -2.6097 1.3789 -0.0226 0.65
C 6.3973 4.1271 -1.2864 -1.52
C 5.1295 3.3964 -1.0119 0.18
C 4.9073 2.1026 -1.4549 -0.61
C 3.6895 1.3748 -1.1962 0.81
C 3.6247 -0.0057 -1.7276 -1.45
C 2.6412 1.9946 -0.4749 0.40
C 1.3647 1.3589 -0.1762 0.00
O 0.9838 0.2366 -0.5280 -1.13
C 2.8538 3.3079 0.0082 1.09
C 1.8667 4.0610 0.8317 -1.73
C 4.0973 3.9774 -0.2806 -0.60
H 7.1457 3.5120 -1.7769 0.40
H 6.8088 4.5601 -0.3721 0.41
H 6.2005 5.0041 -1.9110 0.39
H 5.6884 1.6065 -2.0207 0.46
H 4.6251 -0.4217 -1.8416 0.55
H 3.1884 0.0221 -2.7366 0.36
H 3.0119 -0.6619 -1.1189 0.14
H 0.6839 1.9674 0.4305 0.46
H 0.8865 4.1241 0.3543 0.40
H 2.2071 5.0759 1.0190 0.44
H 1.7301 3.5793 1.8061 0.42
H 4.2348 4.9837 0.1010 0.50
```

E_tot ... -38356.6565 eV
ΔE to the lowest compared entry with this formula, charge and spin ... 3.194 eV
Expectation value of S² ... 0.771
Total charge ... +4
HOMO-LUMO gap (spin up / spin down) ... 0.287 / 0.228 Eh
LUMO energy (spin up / spin down) ... -13.06 / -14.58 eV
Multiplicity ... 2
HOMO level (spin up / spin down) ... -20.87 / -20.78 eV

CHNO3 in the gas phase in a non-equilibrium geometry. Source: the Open Molecules 2025 dataset; level of theory: ωB97M-V/def2-TZVPD.

The geometry in XYZ format:
```
6
Properties=species:S:1:pos:R:3:mulliken_charge:R:1
C 0.0688 -0.3529 -0.8280 0.26
N 0.4357 0.5303 0.0798 -0.02
O -0.9665 -0.3537 -1.4793 -0.44
O 0.1382 0.9555 1.2343 0.06
O -0.6001 0.3662 2.1012 -0.11
H 0.9240 -1.1454 -1.1079 0.25
```

E_tot ... -8676.6153 eV
ΔE to the lowest compared entry with this formula, charge and spin ... 6.215 eV
Expectation value of S² ... 2.008
HOMO-LUMO gap (spin up / spin down) ... 0.387 / 0.266 Eh
LUMO energy (spin up / spin down) ... 0.39 / -3.53 eV
Multiplicity ... 3
HOMO level (spin up / spin down) ... -10.14 / -10.78 eV